(1)
{"formula": "C35H44N5", "method": "ωB97M-V/def2-TZVPD", "max_force_ev_per_a": 2.57, "lumo_energy_ev": -2.32, "spin_multiplicity": 1, "charge": 1, "smiles": "C(=C\\[C@H](c1cc2c3c(c1)CCCN3CCC2)[N@@H+]1CCC[C@H]1Cn1ccnc1)/c1cc2c3c(c1)CCCN3CCC2", "e_tot_ha": -1633.6358, "species": ["C", "C", "H", "H", "H", "H", "C", "C", "H", "H", "C", "H", "C", "C", "H", "C", "C", "C", "H", "C", "H", "H", "N", "C", "N", "H", "H", "H", "H", "C", "H", "C", "N", "C", "H", "C", "C", "C", "C", "H", "C", "H", "C", "C", "H", "C", "H", "C", "H", "H", "C", "H", "H", "H", "C", "H", "H", "H", "C", "H", "H", "H", "C", "H", "H", "H", "H", "C", "N", "C", "H", "H", "C", "C", "H", "C", "H", "H", "H", "N", "H", "C", "C", "H"], "xyz": [[0.732, 1.357, 4.903], [-3.940, -0.337, 6.272], [1.386, 1.932, 4.247], [6.872, 1.025, -2.322], [-0.616, 1.832, -4.541], [-2.915, 2.037, -4.138], [4.167, 2.042, -1.702], [1.969, -1.534, -2.480], [0.544, -0.035, -3.837], [-4.908, -0.303, 6.777], [-0.239, -0.616, -1.508], [1.306, 0.475, 5.234], [-0.500, -0.277, -4.032], [2.013, 0.698, -1.614], [-3.547, -1.364, 6.351], [-3.832, -0.625, -2.886], [-2.673, -0.131, 2.757], [1.266, -0.444, -1.933], [1.197, 2.401, 6.735], [3.984, -2.662, -3.445], [-4.976, -3.243, 0.834], [-2.655, 0.192, 7.910], [-1.268, -0.470, -2.752], [4.048, -0.278, -2.598], [-4.173, -1.166, -1.573], [-4.703, -0.031, -3.244], [3.720, -2.720, -4.509], [-3.484, 1.575, 7.181], [6.544, 1.170, -4.048], [-0.379, 0.602, 2.771], [-2.063, -1.181, 0.385], [-0.726, 1.533, 6.943], [-4.617, -1.108, 0.594], [-1.684, 0.661, 4.822], [3.587, -3.568, -2.969], [-4.472, -2.473, -1.187], [-1.166, 0.894, -4.734], [5.199, 2.298, -2.797], [6.065, -1.250, -3.640], [1.437, -2.471, -2.667], [3.370, 0.811, -1.972], [6.101, -1.093, -4.737], [5.490, -2.616, -3.321], [-2.815, 0.185, 4.096], [5.831, 3.139, -2.513], [-2.566, 1.015, -4.192], [-3.285, 0.501, -4.832], [6.058, 1.084, -3.068], [-4.213, 0.724, -0.564], [-1.191, 2.259, 7.635], [0.335, 2.207, 6.106], [-0.050, 3.173, 5.767], [5.771, -2.889, -2.302], [-0.270, 0.767, 7.594], [-0.457, 0.880, 4.132], [-2.688, 1.044, -2.001], [-4.492, -3.326, -1.859], [-1.588, -1.465, -2.780], [-4.728, -2.422, 0.176], [-4.737, 0.917, 4.699], [3.504, 2.912, -1.610], [1.562, 1.545, -1.085], [-4.129, -0.001, 4.789], [-3.551, -0.519, 2.238], [4.674, 2.571, -3.712], [0.110, 0.934, 0.098], [5.935, -3.339, -4.002], [-0.520, 0.093, -0.229], [-1.787, 0.927, 6.157], [-2.970, 0.627, 6.939], [-0.531, -1.235, -4.569], [0.570, 0.774, 2.253], [3.323, -1.480, -2.823], [-4.322, -0.359, -0.467], [4.673, 1.903, -0.731], [-1.464, 0.044, 2.056], [-3.712, -1.452, -3.618], [7.103, -1.205, -3.287], [-4.675, -0.809, 4.293], [5.337, -0.164, -3.021], [-1.149, 0.728, -5.802], [-2.625, 0.335, -2.848], [-1.371, -0.407, 0.699], [-0.362, -1.754, -1.338]], "forces_ev_per_a": [[0.336, -0.194, 0.173], [0.252, -0.264, -0.444], [0.081, -0.033, -0.010], [-0.126, 0.114, -0.217], [-0.043, -0.472, -0.018], [0.033, 0.279, 0.082], [0.084, 0.241, 0.546], [0.202, 0.303, 0.020], [-0.344, -0.250, 0.104], [0.164, -0.054, 0.113], [1.715, -1.734, 0.813], [-0.071, 0.256, 0.037], [-0.267, 0.263, -0.583], [0.622, 0.166, -0.565], [-0.116, 0.273, 0.025], [-0.656, 0.027, 0.462], [0.123, -0.161, 0.218], [-0.630, -0.361, 0.884], [0.142, 0.104, 0.069], [-0.218, -0.349, -0.358], [0.028, 0.241, -0.011], [-0.029, 0.237, -0.414], [-0.512, -1.380, -0.179], [-1.005, 0.026, -0.216], [-0.141, -0.072, 0.161], [0.585, -0.280, 0.116], [-0.060, 0.024, 0.088], [0.059, -0.174, -0.051], [-0.091, 0.019, 0.073], [-0.280, -0.148, -0.003], [0.083, -0.263, 0.173], [-0.023, -0.244, 0.513], [-0.503, 0.576, -0.691], [-0.174, 0.040, -0.515], [0.136, 0.063, -0.197], [0.206, 0.239, 0.735], [0.542, 0.522, -0.194], [-0.311, 0.063, -0.070], [-0.015, -0.147, -0.471], [0.101, 0.162, 0.023], [-0.567, -0.788, -0.173], [-0.054, -0.039, 0.302], [0.239, -0.058, 0.305], [0.860, 0.188, -0.025], [0.043, -0.003, -0.112], [-0.565, -0.032, -0.563], [0.119, 0.019, -0.262], [0.685, 0.227, 0.658], [-0.051, -0.540, 0.526], [0.157, -0.164, -0.292], [-0.205, 0.174, -0.249], [0.066, -0.043, -0.092], [0.063, -0.027, 0.013], [-0.066, 0.059, -0.176], [-0.686, -0.160, -0.483], [0.284, -0.609, -0.381], [0.116, 0.415, -0.018], [0.217, 1.237, 0.028], [0.507, 1.184, -1.493], [0.155, -0.252, 0.008], [0.161, -0.173, 0.087], [0.159, -0.281, -0.369], [-0.298, 0.140, 0.217], [0.409, 0.095, 0.186], [-0.069, 0.083, -0.059], [-0.324, -0.483, -0.550], [0.114, -0.111, 0.101], [-0.448, 0.126, 0.547], [0.032, -0.080, 0.129], [-0.405, 0.053, 0.513], [-0.065, 0.448, -0.099], [-0.196, -0.123, 0.245], [-0.830, 0.667, 0.474], [-0.303, -1.968, 0.314], [-0.019, 0.205, -0.229], [-0.263, 0.371, 1.328], [0.175, 0.462, 0.443], [-0.103, 0.015, -0.060], [-0.063, 0.192, 0.052], [-0.089, -0.158, 0.039], [-0.055, 0.138, -0.288], [0.664, -0.409, 0.612], [0.479, 0.528, -1.255], [0.141, 1.814, -0.117]], "mulliken_charge": [-0.858, -0.834, 0.413, 0.361, 0.328, 0.375, -0.874, -0.298, -0.047, 0.377, 1.215, 0.277, 0.050, -0.775, 0.322, -1.535, -0.745, -0.973, 0.363, -0.810, 0.398, 0.392, 0.130, 0.477, 0.490, 0.305, 0.277, 0.379, 0.395, -0.808, 0.528, -0.789, -0.451, 0.655, 0.431, -0.022, -0.965, -0.816, -0.820, 0.399, 0.265, 0.383, -0.833, -0.185, 0.380, -1.086, 0.406, -0.779, 0.301, 0.410, -0.783, 0.326, 0.342, 0.358, -0.020, 0.314, 0.401, 0.571, -0.774, 0.256, 0.396, 0.389, -0.745, 0.918, 0.350, 0.001, 0.368, -0.690, -0.065, -0.805, 0.378, 0.522, 0.605, -0.355, 0.314, -0.005, 0.410, 0.413, 0.367, -0.096, 0.421, 0.677, -0.321, 0.383]}

=====

(2)
{"formula": "C4H5B", "method": "ωB97M-V/def2-TZVPD", "max_force_ev_per_a": 3.82, "de_lowest_kj_mol": 330.3, "lumo_energy_ev": [-1.13, -1.09], "spin_multiplicity": 1, "e_tot_ha": -180.0385, "species": ["H", "C", "H", "C", "C", "H", "B", "H", "H", "C"], "xyz": [[-0.449, -2.797, 1.311], [-0.701, 0.916, 0.034], [1.198, 1.853, 0.012], [-1.149, -0.308, -0.256], [0.780, 0.945, -0.032], [-2.247, -0.457, -0.333], [0.130, -1.120, -0.153], [-1.416, 1.683, 0.183], [2.469, -0.470, -0.487], [1.385, -0.245, -0.279]], "forces_ev_per_a": [[0.914, 1.874, -1.806], [-0.039, -1.675, -0.656], [2.141, 3.136, 0.388], [-2.325, -0.018, -0.448], [-0.430, -2.494, -0.457], [1.153, -0.474, 0.173], [-0.738, -2.044, 2.134], [0.067, 1.174, 0.428], [-1.492, 0.541, 0.531], [0.749, -0.020, -0.286]], "mulliken_charge": [-0.069, -0.279, 0.499, -0.306, -0.385, 0.340, -0.171, 0.410, 0.347, -0.387]}

=====

(3)
{"formula": "C25H48CeClNO2P2", "method": "ωB97M-V/def2-TZVPD", "max_force_ev_per_a": 15.50, "lumo_energy_ev": [-16.09, -16.09], "spin_multiplicity": 1, "charge": 4, "e_tot_ha": -2802.6087, "species": ["H", "H", "H", "C", "C", "H", "O", "C", "C", "H", "H", "H", "C", "H", "H", "H", "H", "H", "H", "C", "H", "H", "H", "H", "H", "C", "C", "H", "H", "C", "H", "H", "H", "C", "H", "H", "C", "H", "H", "H", "H", "P", "P", "H", "H", "C", "H", "H", "N", "H", "C", "C", "C", "H", "H", "C", "H", "C", "H", "H", "H", "H", "H", "C", "H", "H", "H", "C", "C", "Ce", "C", "C", "C", "H", "C", "O", "H", "C", "H", "Cl"], "xyz": [[-3.622, -2.406, 0.284], [1.673, 2.782, 2.568], [3.502, -0.235, 2.975], [3.221, 1.996, 1.234], [-2.321, -2.291, 3.510], [2.983, 1.933, 3.427], [1.327, -2.561, -1.741], [-3.618, 0.136, 0.321], [2.843, -2.147, 2.215], [-4.109, 2.447, -3.575], [-2.013, -2.383, -0.464], [-1.291, -1.986, -2.829], [4.017, 0.132, -1.570], [5.852, -1.397, 0.131], [1.955, 3.415, 0.133], [3.175, 2.611, -0.882], [-2.215, 2.410, -1.685], [3.072, 0.049, -2.133], [3.265, 3.540, 2.733], [1.398, -0.394, 3.282], [-3.700, 1.213, 0.149], [4.792, -0.399, -2.148], [-2.866, -0.016, 1.091], [-3.696, -1.494, -3.567], [-2.660, -3.320, 3.656], [-0.463, 1.644, 0.799], [-1.626, -1.949, 2.395], [0.398, -0.043, -3.566], [-2.617, -2.026, -4.866], [-2.391, 1.696, -2.513], [0.095, -1.014, 1.122], [3.667, 3.873, 0.269], [0.647, -1.172, 3.121], [-2.808, -1.212, -4.140], [0.909, 0.570, 3.066], [-0.708, 0.106, -4.954], [2.983, 3.019, 0.115], [5.249, -0.585, 1.587], [2.310, -2.497, 1.320], [-3.037, -0.315, -4.732], [-4.578, -0.222, 0.733], [2.596, 0.292, 0.864], [-1.833, 0.083, -1.817], [4.296, 1.793, 1.285], [2.458, -2.708, 3.078], [2.631, -0.646, 2.446], [-4.487, 1.911, -1.924], [-0.793, -1.064, 0.552], [-1.291, -0.665, 2.306], [-1.616, 3.294, -3.746], [-1.564, -1.021, -3.285], [-1.614, 2.192, -3.737], [-0.382, -0.565, -4.147], [3.905, -2.398, 2.098], [0.088, -1.442, -4.616], [-1.478, 0.289, 3.161], [5.886, 0.368, 0.223], [0.956, -1.557, -1.283], [-4.215, 0.717, -3.212], [-2.102, 1.866, -4.672], [-3.169, -1.612, 5.383], [3.566, -1.531, -0.293], [-3.439, -2.784, -1.443], [-3.276, -0.655, -0.937], [-4.097, -0.550, -1.654], [-0.570, 1.869, -3.768], [1.631, -0.400, 4.357], [3.921, -0.491, -0.176], [-3.885, 1.683, -2.814], [0.375, 0.265, -0.473], [5.292, -0.517, 0.498], [-3.072, -2.137, -0.629], [2.753, 2.576, 2.570], [4.302, 1.189, -1.524], [-2.619, -1.342, 4.495], [-0.916, 2.526, 1.422], [-1.143, 1.320, 3.117], [-2.175, -0.049, 4.292], [-1.418, -2.746, 1.664], [-2.491, 1.139, 5.468]], "forces_ev_per_a": [[0.113, 0.031, -0.305], [0.230, 0.041, 0.021], [-0.058, -0.016, -0.192], [-0.259, 0.966, 0.094], [-1.203, -1.048, 1.730], [-0.024, 0.205, -0.170], [-1.753, 4.939, 2.136], [-0.394, 0.236, 0.196], [0.286, -0.181, 0.090], [0.163, -0.175, 0.300], [-0.079, -0.155, -0.016], [-0.234, 0.077, -0.096], [0.268, 0.011, -0.042], [-0.289, 0.355, 0.145], [0.150, 0.009, 0.100], [0.032, 0.244, 0.097], [-0.129, -0.015, -0.260], [-0.074, 0.043, -0.186], [-0.161, -0.360, -0.087], [-0.465, 0.276, 0.585], [-0.166, -0.069, -0.046], [-0.373, 0.199, 0.121], [-0.245, 0.047, -0.141], [0.123, -0.033, -0.142], [0.159, 0.279, -0.081], [-6.181, 10.901, 8.872], [-0.332, -0.107, 0.348], [0.201, 0.056, -0.083], [-0.012, 0.312, 0.365], [0.440, 1.287, 0.528], [-3.186, -1.851, -1.449], [-0.378, -0.312, -0.155], [0.506, 0.060, 0.127], [-0.414, -0.179, -0.512], [0.343, -0.154, 0.175], [0.290, -0.216, 0.361], [-0.023, -0.006, -0.241], [0.101, -0.026, -0.109], [-0.041, -0.128, 0.134], [0.077, -0.262, 0.222], [0.337, 0.227, -0.220], [2.646, -0.693, 1.892], [-3.041, -1.183, -2.115], [0.057, -0.146, 0.037], [0.173, 0.137, -0.231], [0.485, -0.235, 0.204], [0.098, -0.086, -0.293], [3.050, -1.669, 1.834], [1.424, 1.102, -2.302], [-0.114, -0.391, 0.025], [0.606, -0.539, 0.155], [0.305, 0.307, -0.360], [0.187, -0.439, -0.397], [-0.353, -0.023, -0.042], [-0.109, 0.285, 0.103], [-1.110, -0.316, 1.532], [-0.237, -0.207, 0.157], [4.149, -13.938, -5.363], [-0.030, 0.418, -0.062], [0.283, 0.050, 0.425], [-0.059, -0.014, 0.125], [0.161, 0.267, 0.129], [0.250, 0.210, 0.336], [-0.247, 0.090, 0.327], [0.176, 0.042, 0.103], [-0.100, 0.257, -0.005], [0.015, 0.001, -0.312], [-0.221, -0.610, -0.743], [-0.928, -0.164, 0.238], [2.659, 6.273, -4.983], [0.532, 0.059, 0.113], [-0.160, -0.486, -0.253], [-0.018, -0.087, 0.269], [0.019, -0.318, -0.126], [0.207, -0.755, -0.810], [2.216, -4.144, -3.116], [0.070, -0.285, -0.439], [-0.721, 0.636, 1.691], [0.299, 0.941, 0.002], [0.037, 0.144, 0.039]], "mulliken_charge": [0.462, 0.251, 1.090, 0.562, -1.087, 0.380, -0.057, -1.370, -1.529, 0.431, 0.202, 0.521, -1.520, 0.417, 0.330, 0.294, 0.506, 0.364, 0.461, -1.732, 0.389, 0.478, 0.037, 0.429, 0.512, 0.787, 0.040, 0.405, 0.445, 1.043, 0.617, 0.457, 0.595, -1.629, 0.035, 0.438, -1.328, 0.458, 0.306, 0.363, 0.570, 0.079, -0.253, 0.566, 0.455, 0.274, 0.383, -0.166, 0.317, 0.509, 0.589, -1.729, -1.678, 0.347, 0.381, -0.147, 0.450, 0.602, 0.379, 0.372, 0.533, 0.453, 0.349, 0.617, 1.041, 0.330, 0.422, 0.616, -1.564, -0.647, -1.639, -1.388, -1.314, 0.306, -0.398, -0.138, 0.354, -0.549, 0.558, -0.097]}

=====

(4)
{"formula": "C7H8N2S", "method": "ωB97M-V/def2-TZVPD", "max_force_ev_per_a": 5.36, "de_lowest_kj_mol": 592.5, "lumo_energy_ev": [-0.96, -0.36], "spin_multiplicity": 1, "e_tot_ha": -779.0121, "species": ["H", "C", "H", "H", "C", "H", "C", "C", "C", "N", "H", "H", "C", "S", "N", "H", "C", "H"], "xyz": [[-1.795, 1.230, -1.338], [0.791, 1.217, 0.011], [-1.735, 1.793, 0.350], [2.611, 1.790, 0.365], [2.096, 0.868, 0.202], [0.616, 2.209, 0.122], [-0.125, -0.977, -0.529], [-2.272, -1.396, 0.335], [-1.607, 0.968, -0.226], [-0.264, 0.386, -0.254], [5.124, -0.712, 0.059], [-3.438, 0.438, 0.784], [-2.528, -0.071, 0.362], [2.909, -0.655, 0.106], [4.354, -0.086, -0.136], [-2.843, -2.231, 0.816], [-1.087, -1.877, -0.303], [-0.807, -2.893, -0.726]], "forces_ev_per_a": [[-0.593, -0.219, 1.567], [1.390, -4.123, 0.093], [0.513, 2.687, 1.590], [1.389, -0.214, 0.192], [-1.616, 0.315, -0.443], [-1.087, 2.775, 0.247], [0.470, 1.867, 0.555], [-1.281, -0.552, 1.169], [0.086, -3.500, -4.059], [0.391, -0.472, 0.316], [-0.250, -0.636, -0.067], [0.807, -1.231, -0.195], [-1.527, 0.098, 0.189], [-0.610, 0.632, 0.328], [0.823, 0.692, -0.184], [-0.139, 1.435, -0.328], [2.497, -0.654, -1.842], [-1.261, 1.101, 0.872]], "mulliken_charge": [0.262, 0.138, 0.452, 0.299, -0.601, 0.348, -0.253, -0.136, -0.655, 0.220, 0.257, 0.281, -0.412, 0.195, -0.524, 0.313, -0.517, 0.333]}

=====

(5)
{"formula": "CH5N3O", "method": "ωB97M-V/def2-TZVPD", "max_force_ev_per_a": 3.63, "de_lowest_kj_mol": 318.0, "lumo_energy_ev": 0.65, "spin_multiplicity": 1, "e_tot_ha": -280.4834, "species": ["H", "N", "N", "H", "H", "N", "H", "O", "C", "H"], "xyz": [[2.132, 0.729, -0.450], [0.174, 2.053, 0.051], [0.172, 0.878, 0.000], [-2.338, 0.661, 0.730], [1.559, -0.338, 0.665], [1.446, 0.077, -0.263], [-0.599, -0.753, 0.761], [-2.215, 0.354, -0.158], [-0.900, -0.179, -0.104], [-0.545, -0.726, -1.028]], "forces_ev_per_a": [[1.729, 1.909, -0.115], [-0.791, -0.137, 0.341], [1.250, 0.957, -1.527], [-0.672, 0.616, 0.753], [0.819, -0.025, -0.402], [-2.569, -2.223, 1.271], [-0.920, -0.754, 0.392], [2.259, -1.295, -0.268], [0.125, 0.394, -1.412], [-1.230, 0.559, 0.968]], "mulliken_charge": [0.329, -0.666, 0.529, 0.321, 0.234, -0.662, 0.226, -0.448, -0.216, 0.353]}